# 1
{"formula": "C26H25N2OS5SeTi", "method": "the ωB97M-V functional and the def2-TZVPD basis", "multiplicity": 2, "relative_energy_kj_mol": 94.3, "homo_lumo_gap_ev": [6.39, 6.65], "largest_force_ev_per_a": 2.37, "total_charge": 0, "total_energy_ha": -6432.4217, "s_squared": 0.7561, "symbols": ["Se", "Ti", "S", "S", "S", "S", "S", "O", "N", "N", "C", "C", "C", "C", "C", "C", "C", "C", "C", "C", "C", "C", "C", "C", "C", "C", "C", "C", "C", "C", "C", "C", "C", "C", "C", "C", "H", "H", "H", "H", "H", "H", "H", "H", "H", "H", "H", "H", "H", "H", "H", "H", "H", "H", "H", "H", "H", "H", "H", "H", "H"], "coordinates": [[0.446, -2.048, 0.965], [-0.599, 0.046, -0.023], [-1.226, 0.969, 2.082], [-2.447, -1.373, -0.502], [2.594, 1.700, 0.838], [-0.869, -1.097, -3.426], [-3.018, 1.886, -0.591], [1.505, 0.759, 0.365], [5.179, -2.161, 1.068], [-0.298, 1.389, -1.505], [0.686, -0.517, -2.644], [-0.812, -5.055, -2.719], [-0.626, -3.800, -3.271], [-3.704, 1.774, 1.034], [3.022, -2.535, 2.087], [-1.997, -4.044, -0.877], [-5.072, 2.045, 1.157], [3.135, -1.603, -0.085], [3.529, 0.752, 1.991], [-3.597, 1.349, 3.390], [-0.593, 2.687, -1.374], [1.260, 1.879, -3.218], [1.921, 2.835, 2.011], [0.999, 3.220, -3.064], [-1.114, -2.657, -2.627], [-4.949, 1.640, 3.511], [-1.803, -2.763, -1.399], [-2.947, 1.379, 2.147], [-1.509, -5.170, -1.520], [-5.701, 1.969, 2.390], [0.578, 0.971, -2.430], [4.412, -2.578, 2.087], [-1.678, 3.088, -0.408], [4.520, -1.686, 0.000], [2.345, -2.039, 0.978], [0.043, 3.631, -2.165], [-3.017, 1.068, 4.264], [2.464, -2.883, 2.948], [1.300, 2.279, 2.713], [2.825, 0.266, 2.673], [-1.673, -6.150, -1.080], [-5.420, 1.606, 4.490], [4.204, 1.436, 2.515], [-6.764, 2.174, 2.474], [-2.528, -4.137, 0.064], [0.796, -1.077, -1.713], [-0.109, -3.688, -4.220], [1.518, 3.950, -3.677], [-1.329, 3.017, 0.616], [-5.638, 2.314, 0.270], [-0.229, 4.676, -2.066], [4.941, -2.967, 2.956], [-2.011, 4.099, -0.616], [2.684, -1.196, -0.974], [1.313, 3.557, 1.466], [2.757, 3.342, 2.510], [4.093, 0.006, 1.432], [-0.419, -5.935, -3.217], [5.136, -1.354, -0.837], [1.978, 1.520, -3.945], [1.511, -0.764, -3.298]]}

***

# 2
{"formula": "C44H52AsBrMgN2O8S2", "method": "the ωB97M-V functional and the def2-TZVPD basis", "relative_energy_kj_mol": 28.3, "homo_lumo_gap_ev": 5.92, "largest_force_ev_per_a": 1.22, "total_charge": 0, "total_energy_ha": -8225.6770, "symbols": ["Br", "As", "S", "S", "Mg", "O", "O", "O", "O", "O", "O", "O", "O", "N", "N", "C", "C", "C", "C", "C", "C", "C", "C", "C", "C", "C", "C", "C", "C", "C", "C", "C", "C", "C", "C", "C", "C", "C", "C", "C", "C", "C", "C", "C", "C", "C", "C", "C", "C", "C", "C", "C", "C", "C", "C", "C", "C", "C", "C", "H", "H", "H", "H", "H", "H", "H", "H", "H", "H", "H", "H", "H", "H", "H", "H", "H", "H", "H", "H", "H", "H", "H", "H", "H", "H", "H", "H", "H", "H", "H", "H", "H", "H", "H", "H", "H", "H", "H", "H", "H", "H", "H", "H", "H", "H", "H", "H", "H", "H", "H", "H"], "coordinates": [[0.392, 0.226, -3.007], [0.430, -3.197, 0.275], [0.963, -0.098, 3.267], [3.925, -0.984, 0.637], [1.149, 0.054, 0.587], [1.712, 0.773, 2.330], [0.474, 1.581, -0.277], [0.284, 0.591, 4.335], [4.581, -0.164, 1.629], [2.912, -0.224, -0.170], [0.258, -1.589, -0.169], [2.684, -1.971, 1.718], [0.085, -0.961, 2.457], [-4.641, 0.552, 0.329], [-2.160, 0.669, 0.169], [1.999, -4.028, -0.434], [0.289, 2.969, -3.638], [0.251, 4.341, -3.405], [0.003, -3.822, 2.024], [-1.081, 5.035, -5.411], [-0.735, -4.759, 4.519], [3.402, -2.008, 5.823], [0.406, 4.559, 0.406], [-2.189, -4.013, -2.858], [4.286, -5.165, -1.491], [3.488, -5.899, -0.620], [0.377, 3.871, -0.981], [0.298, 4.736, -2.076], [-4.170, -0.437, -0.708], [-2.527, 0.440, 1.563], [0.572, -4.908, 4.084], [-2.457, -5.840, -1.315], [-2.798, -5.213, -2.506], [0.372, 2.090, -2.581], [1.652, 5.455, 0.493], [2.773, -3.302, -1.328], [-1.677, -4.128, 3.708], [2.415, -1.178, 5.312], [-1.308, -3.658, 2.462], [3.922, -2.767, 3.590], [-0.850, 5.435, 0.563], [0.110, 6.776, -4.103], [1.414, 5.161, -5.464], [0.173, 5.323, -4.574], [-1.515, -5.266, -0.469], [0.945, -4.440, 2.829], [0.430, 2.468, -1.210], [-2.697, 1.935, -0.286], [-2.620, -0.427, -0.665], [2.342, -5.331, -0.086], [-4.051, 0.205, 1.672], [2.180, -1.156, 3.946], [0.456, 3.614, 1.607], [4.158, -2.790, 4.957], [2.924, -1.959, 3.066], [-4.234, 1.951, -0.072], [-1.246, -3.440, -2.015], [3.924, -3.876, -1.851], [-0.912, -4.063, -0.814], [4.544, -3.305, -2.530], [-2.216, -0.306, -1.669], [-5.654, 0.511, 0.394], [2.324, 5.349, -4.889], [-0.400, 2.937, 1.643], [-1.759, 4.844, 0.418], [0.256, 2.568, -4.645], [-2.923, -6.780, -1.044], [-4.787, 2.205, -0.975], [-2.225, 2.742, 0.270], [0.041, 7.437, -4.969], [-2.694, -4.004, 4.056], [-1.255, -5.763, 0.458], [-1.971, -0.406, 1.955], [1.004, 7.054, -3.541], [-2.032, -3.158, 1.829], [-0.877, 6.257, -0.155], [4.517, -3.363, 2.908], [1.716, -5.909, 0.581], [-3.533, -5.662, -3.162], [4.948, -3.418, 5.350], [-0.764, -2.505, -2.279], [-1.026, -5.132, 5.492], [1.382, 5.867, -6.299], [-2.227, 1.309, 2.151], [1.971, -4.537, 2.499], [1.814, -0.545, 5.951], [3.759, -6.913, -0.356], [2.557, 4.850, 0.398], [-0.880, 5.867, 1.567], [0.459, 4.214, 2.521], [1.346, 2.991, 1.604], [2.481, -2.295, -1.608], [3.586, -2.041, 6.888], [-1.980, 5.105, -4.793], [-2.221, -1.353, -0.265], [-4.567, -0.102, -1.665], [-4.602, -1.407, -0.465], [-2.446, 2.067, -1.339], [-0.764, 6.957, -3.472], [-4.544, 2.616, 0.733], [1.681, 5.963, 1.462], [-1.169, 5.756, -6.229], [5.188, -5.607, -1.896], [-4.306, -0.835, 1.870], [1.670, 6.216, -0.289], [0.273, 5.796, -1.863], [-4.534, 0.835, 2.416], [-1.049, 4.035, -5.848], [1.310, -5.376, 4.721], [-2.440, -3.528, -3.794], [1.480, 4.152, -5.875]]}

***

# 3
{"formula": "C4H4N2O", "method": "the ωB97M-V functional and the def2-TZVPD basis", "smiles": "O=C=C1C=NCN1", "relative_energy_kj_mol": 187.7, "homo_lumo_gap_ev": 8.45, "largest_force_ev_per_a": 0.97, "total_charge": 0, "total_energy_ha": -339.5102, "symbols": ["O", "N", "N", "C", "C", "C", "C", "H", "H", "H", "H"], "coordinates": [[0.974, -2.304, 2.157], [0.971, 0.375, -0.238], [-1.297, 0.375, -0.902], [-1.110, -0.597, -0.099], [0.233, -0.615, 0.484], [0.660, -1.525, 1.341], [-0.081, 1.176, -0.906], [1.563, 0.959, 0.339], [0.232, 1.403, -1.929], [-1.856, -1.358, 0.115], [-0.288, 2.111, -0.362]]}